14
Properties=species:S:1:pos:R:3:forces:R:3:mulliken_charge:R:1 method="wB97M-V/def2-TZVPD" orbital_gap_ev=10.1 lumo_ev=-0.17 charge=0 energy_ev=-21340.8890 e_above_lowest_kcal_mol=36.74
C -0.123 -1.899 -0.181 -0.49 0.77 -0.48 -0.720
C -0.793 -0.579 0.241 -0.34 -0.66 0.22 0.612
C -0.203 0.607 0.456 -0.45 -0.64 -1.07 -0.306
C 1.223 0.869 0.177 0.80 1.02 0.60 -0.450
C -2.186 -0.759 0.506 -2.99 -0.11 0.32 -0.109
H 0.721 -2.098 1.470 0.37 -0.13 0.49 0.353
H 0.181 -1.768 -1.216 0.02 -0.27 -0.25 0.312
H -0.785 -2.796 -0.104 0.19 0.89 -0.06 0.400
H -0.844 1.432 0.691 -0.09 0.40 0.40 0.431
H 1.706 0.026 -0.258 0.32 -0.51 -0.22 0.283
H 1.763 1.122 1.132 -0.43 0.13 -1.14 0.339
N -3.325 -0.976 0.678 2.52 0.46 -0.32 -0.435
O 1.033 -2.049 0.566 0.86 -0.61 0.49 -0.498
Cl 1.456 2.228 -1.069 -0.30 -0.73 1.03 -0.213